1.
Entry from OMol25: the ion C2H2N2OP with charge +1 at a distorted geometry (wB97M-V/def2-TZVPD).

Last column: Löwdin charge in e.
Element x y z (Å)
O 2.2351 1.7969 2.9312  0.1182
N 1.5150 1.2997 1.9880  -0.2717
N 1.7509 0.3979 1.1544  0.0642
C 0.6705 -0.0169 0.4194  -0.0387
C -0.5149 0.7320 0.4290  -0.3285
P -0.5324 1.8167 1.7243  1.2795
H 0.9987 -0.8593 -0.1112  0.1302
H -1.2506 0.4720 -0.2278  0.0468

Calculated values
E in Ha: -603.03765
SMILES: O=[N+]1N=CC=P1
HOMO energy (spin up / spin down) in eV: -15.97 / -15.96
Largest force on an atom in eV Å⁻¹: 6.27
Gap between HOMO and LUMO (spin up / spin down) in eV: 7.2 / 7.2
E_LUMO (spin up / spin down) in Ha: -0.324 / -0.323
Total charge: +1

***

2.
Entry from OMol25: the molecule C6H12N2 at a distorted geometry (wB97M-V/def2-TZVPD).

Last column: Löwdin charge in e.
Element x y z (Å)
N 2.2994 1.2439 0.0186  -0.0522
C 1.4759 -0.0934 -0.1882  -0.2041
C -0.0691 0.3098 -0.2047  -0.3447
C -0.6917 0.7132 1.0857  -0.1792
C -1.1695 -0.6022 1.4862  -0.1701
N -1.1273 -1.5021 0.2307  -0.0459
C -1.1645 -0.6218 -0.7840  -0.3516
C -0.5152 0.1847 -1.7048  -0.0668
H 2.5052 1.5313 -0.9737  0.0561
H 3.3043 0.8405 0.4463  0.1242
H 1.5409 -0.5362 -1.3560  0.1256
H 1.8631 -0.9641 0.5363  0.1326
H 0.2773 1.3271 1.6205  0.1784
H -1.6256 1.3015 1.1168  0.1085
H -0.4476 -1.0730 2.0088  0.0753
H -2.2591 -0.3798 1.7099  0.1389
H -1.6137 -2.4413 0.1812  0.1412
H -2.1125 0.0270 -0.5747  0.1567
H -0.9496 0.7766 -2.5398  0.1193
H 0.4792 -0.0419 -2.1152  0.0579

Calculated values
E in Ha: -345.01849
SMILES: NC[C@]12CCN[C@@H]1C2
HOMO energy in eV: -7.75
Largest force on an atom in eV Å⁻¹: 5.67
Gap between HOMO and LUMO in eV: 8.7
E_LUMO in Ha: 0.037
Total charge: 0

***

3.
Entry from OMol25: a structure of composition C6H18CsO3 at a distorted geometry (wB97M-V/def2-TZVPD).

Last column: Löwdin charge in e.
Element x y z (Å)
Cs -1.9126 1.7236 -1.9087  0.9213
C -2.3498 -1.1782 4.3536  -0.0463
C -2.3529 -1.3130 2.8027  -0.4773
C -3.0256 -2.5907 2.3864  -0.0646
O -2.9824 -0.1225 2.2799  -0.0824
H -3.3769 -1.2574 4.7098  0.0835
H -1.9819 -0.1830 4.6033  0.0761
H -1.6759 -1.9042 4.8083  0.0809
H -1.3588 -1.2661 2.3582  0.1324
H -2.8755 -2.8476 1.3378  0.0762
H -4.1103 -2.4867 2.4102  0.0811
H -2.7644 -3.3895 3.0805  0.0886
H -3.9154 -0.1826 2.4978  0.0781
C 2.9915 -0.8184 -2.5223  -0.0661
C 1.7333 -1.4444 -3.1403  -0.3634
O 0.7986 -1.6405 -2.1904  -0.0789
H 2.8001 -0.1303 -1.6988  0.0759
H 3.4785 -0.2552 -3.3184  0.0690
H 3.7251 -1.5782 -2.2529  0.0736
H 1.8481 -2.3811 -3.6857  0.1266
H 1.3401 -0.6583 -3.7851  0.0982
H 0.5301 -2.5621 -2.1748  0.0964
C 2.8139 4.7180 -2.1203  -0.1026
O 1.6707 4.3907 -1.2197  -0.1599
H 2.9544 5.7826 -2.3072  0.0783
H 3.7400 4.3232 -1.7025  0.0728
H 2.6786 4.1952 -3.0672  0.0707
H 1.5793 5.0568 -0.5344  0.0617

Calculated values
E in Ha: -485.01377
HOMO energy in eV: -12.67
Largest force on an atom in eV Å⁻¹: 3.92
Gap between HOMO and LUMO in eV: 9.2
E_LUMO in Ha: -0.128
Total charge: +1

***

4.
Entry from OMol25: a structure of composition C27H14Br2Cl4IN3O2S2V at a distorted geometry (wB97M-V/def2-TZVPD).

Last column: Löwdin charge in e.
Element x y z (Å)
V 0.0724 0.0030 -0.3280  0.6701
Br 5.5078 -2.8257 2.2312  0.6244
C 3.9444 -1.9401 1.5561  -0.7175
C 3.4382 -0.9030 2.2503  -0.1960
C 2.1960 -0.2388 1.7722  -0.5173
N 1.6952 -0.6688 0.4835  -0.1084
C 2.3103 -1.7204 -0.1600  -0.3160
C 3.4124 -2.4089 0.3351  -0.1420
C 1.6453 -2.0947 -1.3802  -0.2636
C 2.1924 -2.9470 -2.3561  -0.0807
C 1.4362 -3.2671 -3.4402  -0.6933
Br 2.1395 -4.4244 -4.7783  0.6546
C 0.1299 -2.7425 -3.6053  -0.1295
C -0.3325 -1.8987 -2.6337  -0.1218
N 0.3719 -1.5666 -1.5294  -0.0572
H 3.8795 -0.5495 3.1704  0.0819
H 2.2662 0.8430 1.8039  0.0602
H 3.8383 -3.2542 -0.1821  0.0711
H 3.2010 -3.3196 -2.2446  0.0995
H -0.4672 -2.9640 -4.4772  0.0835
H -1.3117 -1.4404 -2.7162  0.1185
S 0.2298 2.1826 0.8524  0.6941
C 0.1844 2.2805 2.6122  -0.6469
C -0.1036 3.5549 3.1543  -0.1547
C -0.2177 3.7954 4.5114  -0.1340
C -0.0264 2.7539 5.4164  -0.1416
C 0.3049 1.5048 4.9233  -0.1579
C 0.4166 1.2375 3.5478  -0.5541
S 0.8339 -0.4390 3.1342  0.8965
H -0.2561 4.3628 2.4472  0.0806
H -0.4548 4.7951 4.8637  0.0845
H -0.1150 2.9171 6.4845  0.0804
H 0.4956 0.6860 5.6107  0.0801
Cl 0.0162 3.6543 -6.0860  0.5885
C -0.5047 2.7828 -4.6710  -0.7204
C -1.8505 2.6199 -4.4057  -0.7220
Cl -3.0537 3.2960 -5.4698  0.5832
C -2.2472 1.8943 -3.2643  -0.6088
Cl -3.9310 1.6462 -2.8956  0.6302
C -1.3215 1.3348 -2.3952  -0.3934
O -1.6260 0.6070 -1.3441  -0.2158
C 0.0751 1.5319 -2.6543  -0.3851
O 0.9123 1.0240 -1.7850  -0.2128
C 0.4501 2.2339 -3.7936  -0.6070
Cl 2.1514 2.4249 -4.0886  0.6513
I -0.3870 -3.6330 0.9388  1.0140
C -1.8226 -2.1089 0.8305  -0.7152
C -3.1528 -2.4956 0.9073  -0.1521
C -4.1163 -1.5151 1.0622  -0.0759
C -3.7038 -0.2100 1.2214  -0.0471
C -2.3574 0.0835 1.1218  -0.1250
N -1.4146 -0.8378 0.8296  -0.0860
H -3.4067 -3.5427 0.8622  0.0767
H -5.1675 -1.7778 1.0918  0.1019
H -4.4049 0.5909 1.4102  0.1077
H -1.9938 1.0933 1.2479  0.0658

Calculated values
E in Ha: -10379.09807
<S²>: 3.80
HOMO energy (spin up / spin down) in eV: -0.05 / -1.66
2S+1: 4
Largest force on an atom in eV Å⁻¹: 1.76
Gap between HOMO and LUMO (spin up / spin down) in eV: 3.8 / 5.4
E_LUMO (spin up / spin down) in Ha: 0.140 / 0.139
Total charge: -2

***

5.
Entry from OMol25: the molecule C12H10N2OS at a distorted geometry (wB97M-V/def2-TZVPD).

Last column: Löwdin charge in e.
Element x y z (Å)
C -5.5086 -0.2180 0.0017  -0.0866
O -4.4242 0.6801 -0.0008  -0.0812
C -3.1580 0.1882 -0.0005  -0.2663
C -2.8396 -1.1848 0.0004  -0.0023
C -1.5350 -1.6006 0.0006  0.0040
C -0.4838 -0.6683 0.0002  -0.2173
N 0.7882 -1.1141 0.0004  0.0868
C 1.7713 -0.2616 0.0002  -0.5537
S 3.4201 -0.8511 0.0045  0.9374
C 3.1593 -2.6478 -0.0068  -0.3637
C 1.5695 1.1553 -0.0004  -0.2262
C 2.6707 2.0372 -0.0007  -0.2337
N 3.5541 2.7681 -0.0013  0.1813
C 0.2801 1.6292 -0.0009  0.0617
C -0.7996 0.7197 -0.0008  -0.1403
C -2.1406 1.1221 -0.0012  0.0502
H -5.5085 -0.8483 0.8966  0.0961
H -5.5113 -0.8499 -0.8921  0.0961
H -6.4019 0.4045 0.0026  0.0943
H -3.6253 -1.9238 0.0009  0.1050
H -1.2896 -2.6510 0.0012  0.1169
H 3.5387 -3.0475 -0.9418  0.0310
H 3.6975 -3.0743 0.8333  0.0299
H 2.0894 -2.8101 0.0835  0.0165
H 0.0889 2.6932 -0.0015  0.1353
H -2.3909 2.1717 -0.0020  0.1287

Calculated values
E in Ha: -1046.20742
SMILES: COc1ccc2nc(SC)c(C#N)cc2c1
HOMO energy in eV: -8.14
Largest force on an atom in eV Å⁻¹: 1.17
Gap between HOMO and LUMO in eV: 7.7
E_LUMO in Ha: -0.016
Total charge: 0

***

What are the energy above the lowest of the compared OMol25 structures with the same formula, charge and spin values for these records? In order: 2.938, 8.419, 1.146, 1.792, 0.449 eV.